[1]
DFT (ωB97M-V/def2-TZVPD) results for a molecular structure, C10H17N9NiOS5.

Structure (ORCA input):
```
! wB97M-V def2-TZVPD RIJCOSX def2/J DEFGRID3
* xyz 0 1
Ni 1.7864 -0.1850 -0.4690
O 5.6592 3.2307 3.8463
C 4.9971 2.6103 3.0606
S 4.2750 3.3141 1.6003
C 3.5125 1.8474 1.0250
C 3.6697 0.7439 1.7692
S 2.9806 -0.7916 1.3121
S 4.6173 0.8841 3.2343
S 2.6013 1.8597 -0.4573
C -1.0397 -0.4126 4.4677
C -1.8249 0.1674 3.3537
N -3.0025 0.6885 3.4503
N -3.2944 1.0792 2.1759
C -2.3338 0.8074 1.2762
S -2.3965 1.0829 -0.3616
N -1.3671 0.2196 2.0520
N -0.1226 -0.2309 1.6064
H -1.5988 -0.2842 5.3903
H -0.0714 0.0799 4.5637
H -0.8595 -1.4767 4.3077
H -4.1652 1.5312 1.9609
H 0.6286 0.2259 2.1164
H -0.0655 -1.2272 1.7871
C -2.3453 -0.2802 -3.7875
N -0.9813 0.1942 -3.5822
C -0.7377 1.5888 -3.9259
C -0.1801 -0.3438 -2.6137
N 0.8570 0.2268 -2.1187
N -0.5298 -1.6255 -2.2081
C 0.1654 -2.4374 -1.3465
N -0.3850 -3.6930 -1.2297
N 1.1941 -2.0426 -0.6968
H -2.7547 0.2369 -4.6515
H -2.9864 -0.0873 -2.9239
H -2.3698 -1.3420 -4.0403
H -1.3374 1.8365 -4.7975
H 0.3068 1.7364 -4.1977
H -0.9984 2.2651 -3.1058
H 1.0037 1.1686 -2.4513
H -1.4292 -1.9626 -2.4974
H -0.8672 -4.0667 -2.0309
H 0.1710 -4.3735 -0.7389
H 1.6183 -2.7626 -0.1239
*
```

Energy relative to the best compared isomer or geometry (same formula, charge and spin) = 19.0 kcal/mol
Calculated total energy = -4458.63029 hartree
Largest force on an atom = 0.92 eV/A
HOMO energy (spin up / spin down) = -6.388 / -6.387 eV



[2]
DFT (ωB97M-V/def2-TZVPD) results for a gas-phase ion, C10H17NOP (charge +1) at a distorted geometry.

Structure (ORCA input):
```
! wB97M-V def2-TZVPD RIJCOSX def2/J DEFGRID3
* xyz 1 1
C -0.3038 2.8600 -1.4894
C -0.2617 2.4106 0.0393
O 0.7358 3.2541 0.6789
C 0.2271 0.9290 0.2609
N -0.7044 -0.1239 -0.2169
C -1.8897 0.0996 -0.8669
C -2.7772 -0.9591 -1.3630
C -2.3912 -2.3646 -1.1370
C -1.1281 -2.5999 -0.4084
C -0.3101 -1.4612 0.0349
P 1.2652 -1.9412 0.9678
C 2.8032 -1.3203 0.0942
C 1.1636 -1.3769 2.7514
H -1.3762 3.1198 -1.7398
H 0.0316 2.0642 -2.2047
H 0.2792 3.8106 -1.6625
H -1.2260 2.6638 0.5639
H 1.4664 3.2699 0.0285
H 1.2356 0.8459 -0.2402
H 0.3167 0.7888 1.3778
H -2.2485 1.1458 -1.0551
H -3.7274 -0.7606 -1.9062
H -2.9994 -3.2395 -1.4579
H -0.7939 -3.6388 -0.1927
H 3.5579 -2.1476 0.0988
H 3.2454 -0.4337 0.6427
H 2.5806 -1.0185 -0.9718
H 1.6275 -0.3816 2.9733
H 0.0594 -1.2866 2.9943
H 1.5423 -2.2080 3.4058
*
```

Energy relative to the best compared isomer or geometry (same formula, charge and spin) = 35.5 kcal/mol
Calculated total energy = -862.26894 hartree
Largest force on an atom = 3.10 eV/A
HOMO energy = -11.746 eV
SMILES string = C[C@H](O)C[n+]1ccccc1P(C)C



[3]
DFT (ωB97M-V/def2-TZVPD) results for 2 unconnected molecules or ions with the total composition C10H18BF3NO10PS2 at a distorted geometry.

Structure (ORCA input):
```
! wB97M-V def2-TZVPD RIJCOSX def2/J DEFGRID3
* xyz -2 1
C 2.8368 0.6986 2.9075
C 1.8518 1.1814 1.8273
B 1.6651 0.1150 0.6867
O 2.5962 -0.8724 0.5086
N 0.5098 0.1450 -0.3691
C 0.0549 -1.3520 -0.1892
O -0.0306 -1.4232 1.0374
O -0.1306 -2.0670 -1.1378
C -0.6402 0.9778 0.1695
P -2.2726 0.2377 -0.3314
C -3.1678 1.3354 -1.5023
C -3.2263 -0.1143 1.1931
C -0.4649 2.4821 -0.0672
O 0.7525 2.8778 -0.7091
C 0.8859 2.1504 -1.8972
C 1.0462 0.6180 -1.6502
S 0.4852 -0.1415 -3.2083
O -0.9057 -0.4453 -3.2840
O 0.9066 0.7672 -4.2522
C 1.5630 -1.6625 -3.4705
F 0.8435 -2.6703 -3.8789
F 2.4599 -1.3705 -4.4180
F 2.2440 -1.9652 -2.3856
H 2.8988 1.4858 3.6641
H 3.8412 0.5743 2.5044
H 2.4826 -0.1960 3.4138
H 2.2896 2.0794 1.3696
H 0.9273 1.4841 2.3146
H 3.4833 -0.5233 0.3856
H -0.6449 0.7927 1.2370
H -3.9396 0.7585 -2.0047
H -3.6940 2.1445 -0.9735
H -2.5118 1.8199 -2.2216
H -4.2813 0.1390 1.1000
H -3.1001 -1.1780 1.4222
H -2.7924 0.4134 2.0455
H -1.2857 2.9406 -0.6275
H -0.4674 2.9792 0.9027
H -0.0363 2.2910 -2.4766
H 1.7254 2.4723 -2.5014
H 2.1261 0.4540 -1.6322
O -1.9417 -2.6994 3.3909
S -1.3726 -4.0913 3.2963
O -1.7755 -4.8696 4.5094
O 0.1162 -4.0175 3.2287
O -1.9096 -4.7559 2.0739
*
```

Energy relative to the best compared isomer or geometry (same formula, charge and spin) = 0.0 kcal/mol
Calculated total energy = -2661.12000 hartree
Largest force on an atom = 3.22 eV/A
HOMO energy = 0.901 eV



[4]
DFT (ωB97M-V/def2-TZVPD) results for 2 unconnected molecules or ions with the total composition C10H18BrFO6.

Structure (ORCA input):
```
! wB97M-V def2-TZVPD RIJCOSX def2/J DEFGRID3
* xyz 0 1
C 0.2352 4.6495 1.9946
C -0.1993 3.1791 1.9643
C -1.5959 3.0172 2.5700
Br -2.8931 2.3367 1.2564
O -1.6125 2.2962 3.7828
C -0.8936 1.1583 3.9131
O -0.3860 0.8390 4.9449
O -0.8451 0.4892 2.7700
C -0.1534 -0.7658 2.8142
C -0.1949 -1.3269 1.4005
C 0.5244 -0.4612 0.3795
F 0.4437 -2.5770 1.4976
H -0.5142 5.2832 1.5216
H 1.1943 4.7690 1.4948
H 0.3542 4.9799 3.0288
H -0.2169 2.8387 0.9321
H 0.5221 2.5947 2.5337
H -2.0245 3.9790 2.8322
H 0.8824 -0.6313 3.1249
H -0.6713 -1.4299 3.5037
H -1.2306 -1.5088 1.1111
H -0.0319 -0.3630 -0.5505
H 0.6939 0.5467 0.7625
H 1.5040 -0.8956 0.1775
C 1.5978 -3.7879 -2.3330
O 1.3741 -3.7543 -3.7455
C 0.5963 -2.7544 -4.1509
O 0.0940 -1.9203 -3.4441
O 0.4670 -2.8345 -5.4737
C -0.3527 -1.8127 -6.0478
H 2.2371 -4.6454 -2.1494
H 2.0952 -2.8788 -2.0014
H 0.6587 -3.9082 -1.7969
H 0.0685 -0.8287 -5.8525
H -1.3639 -1.8638 -5.6496
H -0.3630 -2.0078 -7.1155
*
```

Calculated total energy = -3517.17097 hartree
Largest force on an atom = 0.61 eV/A
HOMO energy = -10.391 eV
SMILES string = CC[C@@H](Br)OC(=O)OC[C@@H](C)F.COC(=O)OC



[5]
DFT (ωB97M-V/def2-TZVPD) results for 2 unconnected molecules or ions with the total composition C10H18BrFO6P2.

Structure (ORCA input):
```
! wB97M-V def2-TZVPD RIJCOSX def2/J DEFGRID3
* xyz 0 1
C 3.6615 2.1173 -0.9582
C 2.1894 1.7167 -1.1651
C 1.8609 0.3809 -0.5153
F 2.8414 -0.5651 -0.8499
P 0.1982 -0.3891 -0.8458
C -0.8074 0.4764 0.4504
C -2.2968 0.6499 0.1319
O -2.5910 2.0454 -0.0478
C -3.4446 2.3574 -1.0756
C -4.9034 2.1400 -0.7756
O -3.0350 2.8180 -2.0980
P -0.5531 0.5105 -2.7334
O 0.8177 0.1992 -3.5987
Br -1.7470 -1.3294 -3.3308
H 4.2857 1.7693 -1.7823
H 4.0661 1.6732 -0.0425
H 3.7677 3.2001 -0.8763
H 1.9787 1.6760 -2.2331
H 1.5521 2.4774 -0.7002
H 1.8857 0.5113 0.5769
H -0.4068 1.4789 0.6323
H -0.7048 -0.1228 1.3575
H -2.6216 0.0699 -0.7385
H -2.8740 0.2987 0.9942
H -5.3437 1.5373 -1.5738
H -5.0615 1.6554 0.1875
H -5.4056 3.1106 -0.7884
H 0.5817 -0.2266 -4.4356
O -1.4040 -2.7297 2.3875
C -0.2471 -2.9585 2.5273
O 0.6383 -2.1061 3.1009
C 1.8823 -2.7932 3.2767
C 1.7913 -3.8873 2.2280
O 0.3771 -4.0839 2.1224
H 2.7081 -2.1046 3.1221
H 1.9212 -3.1902 4.2923
H 2.1715 -3.5664 1.2569
H 2.2706 -4.8171 2.5202
*
```

Calculated total energy = -4199.89696 hartree
Largest force on an atom = 0.89 eV/A
HOMO energy = -8.266 eV
SMILES string = CC[C@H](F)P(CCOC(C)=O)#P(O)Br.O=C1OCCO1



[6]
DFT (ωB97M-V/def2-TZVPD) results for a molecular structure, C10H18Cl2DyN2 at a distorted geometry.

Structure (ORCA input):
```
! wB97M-V def2-TZVPD RIJCOSX def2/J DEFGRID3
* xyz -1 6
Dy -0.9210 1.1269 1.2129
Cl 0.9270 2.6997 0.8978
Cl -2.1054 -1.1635 1.2874
C -1.9929 2.2530 2.7610
H -3.0925 1.8883 2.8234
H -2.1425 3.3442 2.2897
C -1.3368 -0.2249 -2.0123
C -1.5078 0.8732 -1.3991
H -1.6299 -1.1531 -1.4315
C -1.0494 2.2526 -1.8120
H -2.2703 0.8745 -0.5492
C -0.9867 2.2837 -3.3035
H -1.6350 3.0601 -1.3679
H -0.0667 2.2179 -1.3388
C -0.2326 1.0894 -3.8613
H -1.9964 2.3187 -3.7088
H -0.4691 3.1848 -3.5762
C -0.5902 -0.2973 -3.3002
H -0.3707 1.0260 -4.9353
H 0.8299 1.1928 -3.6589
H -1.1525 -0.9055 -3.9977
H 0.3224 -0.8360 -3.0313
C 2.3409 -2.0729 4.2361
N 2.1767 -2.3328 2.7921
C 2.5193 -3.7023 2.3496
C 1.5302 -1.4666 2.0550
N 0.9181 -0.6203 1.5060
H 2.8511 -2.9344 4.6716
H 1.3632 -1.9581 4.7282
H 2.9511 -1.1740 4.4051
H 1.6237 -4.2787 2.0830
H 3.2259 -3.6950 1.5102
H 2.9995 -4.1991 3.1961
*
```

Calculated total energy = -2306.74022 hartree
<S²> = 9.36
Largest force on an atom = 5.94 eV/A
HOMO energy (spin up / spin down) = -1.567 / -1.507 eV